10 unconnected molecules or ions with the total composition C38H88N7O10 in a non-equilibrium geometry. Source: the Open Molecules 2025 dataset; level of theory: ωB97M-V/def2-TZVPD.

Structure (ORCA input):
```
! RIJCOSX wB97M-V def2-TZVPD def2/J DEFGRID3
* xyz 5 1
C -1.698 6.374 -2.136
C -0.959 5.875 -0.927
O -1.277 6.071 0.229
N 0.252 5.059 -1.048
H 0.731 5.178 -0.154
H 0.099 4.037 -1.121
C 1.265 5.411 -2.156
H -1.121 6.941 -2.873
H -2.480 7.095 -1.844
H -2.180 5.554 -2.667
H 1.629 6.397 -1.935
H 0.835 5.285 -3.115
H 2.050 4.638 -2.019
C -1.418 -1.813 -8.008
C -1.174 -3.290 -7.602
O -0.910 -3.705 -6.463
N -1.511 -3.939 -8.732
H -1.192 -3.525 -9.591
H -1.373 -4.965 -8.831
C -1.869 0.782 -2.590
H -2.403 -1.596 -8.426
H -0.758 -1.507 -8.830
H -1.454 -1.029 -7.263
H -2.612 0.334 -3.319
H -1.741 1.875 -2.584
H -0.780 0.507 -2.790
C 2.251 -3.903 -2.389
C 3.661 -3.540 -2.549
O 4.271 -2.538 -2.180
N 4.587 -4.613 -3.238
H 4.069 -4.967 -4.017
H 5.486 -4.210 -3.477
C 4.731 -5.827 -2.311
H 1.634 -3.015 -2.101
H 2.182 -4.452 -1.440
H 1.759 -4.480 -3.196
H 3.802 -6.399 -2.225
H 5.069 -5.416 -1.358
H 5.557 -6.365 -2.770
C 0.854 3.323 -6.996
C 1.192 3.134 -5.602
O 0.812 3.730 -4.642
N 2.359 2.092 -5.264
H 2.508 2.109 -4.172
H 1.831 1.296 -5.659
C 3.701 2.227 -6.061
H 0.063 4.066 -7.101
H 0.552 2.390 -7.473
H 1.654 3.667 -7.674
H 4.295 3.009 -5.644
H 3.537 2.390 -7.090
H 4.151 1.251 -5.952
C -5.223 -4.513 4.816
C -4.618 -4.097 3.430
C -3.169 -4.614 3.503
N -2.314 -4.597 2.251
C -1.014 -5.089 2.613
C -2.185 -3.238 1.698
C -1.789 -3.445 0.243
C -2.584 -4.734 -0.211
C -2.938 -5.482 1.140
H -5.443 -5.577 4.969
H -6.125 -3.944 5.073
H -4.477 -4.211 5.547
H -4.535 -2.996 3.493
H -5.214 -4.380 2.555
H -3.127 -5.625 3.911
H -2.639 -3.973 4.175
H -0.572 -4.474 3.398
H -0.256 -5.140 1.854
H -1.149 -6.119 2.978
H -1.465 -2.620 2.195
H -3.174 -2.766 1.761
H -0.709 -3.583 0.159
H -2.045 -2.574 -0.387
H -1.856 -5.231 -0.876
H -3.462 -4.464 -0.805
H -2.398 -6.418 1.178
H -4.000 -5.621 1.391
C 4.663 -3.230 2.297
C 4.414 -1.805 2.717
C 5.518 -0.902 2.239
N 5.243 0.504 2.404
C 4.903 0.854 3.830
C 6.363 1.345 1.831
C 5.662 2.674 1.549
C 4.106 2.370 1.240
C 4.029 0.914 1.617
H 5.579 -3.647 2.685
H 4.626 -3.413 1.197
H 3.916 -3.914 2.706
H 4.310 -1.848 3.815
H 3.472 -1.530 2.216
H 5.717 -1.033 1.197
H 6.423 -1.118 2.795
H 5.814 0.631 4.417
H 4.123 0.218 4.190
H 4.617 1.886 3.905
H 7.299 1.366 2.421
H 6.585 0.815 0.912
H 5.799 3.306 2.413
H 6.105 3.069 0.638
H 3.577 3.016 1.921
H 3.933 2.606 0.190
H 3.140 0.549 2.074
H 4.085 0.364 0.672
C -3.783 3.353 7.231
C -3.313 3.637 5.764
C -3.319 2.400 4.915
N -3.119 2.564 3.481
C -1.858 3.297 3.231
C -4.282 3.376 2.917
C -4.952 2.409 1.990
C -3.872 1.380 1.548
C -3.099 1.209 2.819
H -3.919 4.281 7.762
H -3.028 2.715 7.686
H -4.675 2.715 7.287
H -2.349 4.172 5.818
H -4.012 4.345 5.339
H -4.329 1.990 5.009
H -2.601 1.691 5.356
H -2.061 4.344 3.527
H -1.672 3.154 2.155
H -1.104 2.767 3.824
H -3.825 4.146 2.337
H -4.867 3.803 3.724
H -5.391 2.964 1.160
H -5.770 1.832 2.437
H -3.241 1.757 0.783
H -4.335 0.486 1.143
H -2.051 0.920 2.736
H -3.504 0.462 3.483
O -2.332 0.374 -1.372
C -5.390 2.829 -1.204
O -4.473 3.581 -1.078
O -6.438 2.265 -1.295
H -2.403 -0.626 -1.347
O 1.198 0.928 0.374
C 1.275 1.810 -0.718
O 2.270 1.764 -1.482
O 0.273 2.524 -0.749
H 0.292 0.848 0.646
*
```

The highest occupied orbital energy is -17.86 eV. The total energy comes out at -2634.57565 a.u. The value obtained for the orbital gap is 0.2719 Eh.


C4H7NO in the gas phase. Source: the Open Molecules 2025 dataset; level of theory: ωB97M-V/def2-TZVPD.

Structure (ORCA input):
```
! RIJCOSX wB97M-V def2-TZVPD def2/J DEFGRID3
* xyz 0 1
C 0.674 -0.961 1.654
N -0.065 -0.612 0.366
C -0.800 0.701 0.270
C -0.423 0.870 -1.215
C 0.508 -0.314 -1.024
O 1.403 -0.842 -1.593
H -0.706 -1.399 0.311
H 1.355 -1.766 1.327
H 1.303 -0.092 1.885
H -0.305 1.416 0.926
H -1.859 0.623 0.513
H -1.230 0.637 -1.920
H 0.056 1.803 -1.525
*
```

The value obtained for the relative energy (zero: lowest compared OMol25 entry of this formula, charge and spin) is 103.8 kcal per mole. The highest occupied orbital energy is -6.75 eV. The total energy comes out at -286.46625 a.u. The value obtained for the orbital gap is 0.2589 Eh.


A molecular structure, C14H24ClGaN5O6 in a non-equilibrium geometry. Source: the Open Molecules 2025 dataset; level of theory: ωB97M-V/def2-TZVPD.

Structure (ORCA input):
```
! RIJCOSX wB97M-V def2-TZVPD def2/J DEFGRID3
* xyz 1 1
O -0.244 0.053 -3.357
H -0.424 0.993 -3.562
Ga -0.826 0.158 -1.457
N -0.421 1.830 0.343
N 1.091 0.949 -1.574
N -1.578 -0.839 0.458
N -0.312 -1.736 -1.468
O -0.927 1.915 1.538
O -1.909 -0.446 1.727
O 0.640 -2.115 -2.368
O 1.896 0.324 -2.343
C 1.456 2.137 -0.998
C 0.667 2.592 0.090
C -1.805 -2.135 0.206
C -1.042 -2.673 -0.874
C 0.920 3.780 0.952
H 1.105 3.472 1.988
H 0.061 4.479 0.931
H 1.800 4.338 0.619
C 2.714 2.782 -1.416
H 2.830 2.703 -2.506
H 3.552 2.246 -0.950
H 2.726 3.845 -1.107
C -2.627 -3.010 1.077
C -0.994 -4.090 -1.270
H -3.178 -2.479 1.854
H -2.023 -3.787 1.548
H -3.351 -3.586 0.493
H -0.369 -4.133 -2.162
H -2.008 -4.449 -1.482
H -0.513 -4.662 -0.466
H -1.598 0.541 1.783
H 1.045 -1.213 -2.585
C -2.398 0.992 -1.682
H -2.431 1.794 -1.000
H -2.986 0.051 -1.569
H -2.423 1.176 -2.716
O -3.572 3.689 1.399
H -4.324 3.105 1.590
H -2.824 3.193 1.771
Cl 1.693 -0.387 4.495
C 1.962 -0.758 2.852
C 3.071 -1.474 2.402
C 3.199 -1.735 1.031
C 2.197 -1.270 0.173
N 1.164 -0.576 0.617
C 1.035 -0.317 1.908
H 3.798 -1.810 3.141
H 4.019 -2.287 0.588
H 2.255 -1.470 -0.904
H 0.212 0.300 2.242
*
```

The value obtained for the relative energy (zero: lowest compared OMol25 entry of this formula, charge and spin) is 108.7 kcal per mole. The highest occupied orbital energy (alpha / beta) is -12.02 / -12.08 eV. The total energy comes out at -3657.49705 a.u. The value obtained for the orbital gap (alpha / beta) is 0.1789 / 0.1827 Eh.


2 unconnected molecules or ions with the total composition C4H13N3 in a non-equilibrium geometry. Source: the Open Molecules 2025 dataset; level of theory: ωB97M-V/def2-TZVPD.

Structure (ORCA input):
```
! RIJCOSX wB97M-V def2-TZVPD def2/J DEFGRID3
* xyz 0 1
H -2.374 -2.494 -1.863
N -1.395 -2.488 -1.594
C -1.019 -1.381 -1.089
C -1.874 -0.135 -0.949
N 0.254 -1.236 -0.617
H -2.924 -0.364 -1.122
H -1.558 0.612 -1.680
H -1.763 0.291 0.047
H 0.841 -2.036 -0.799
H 0.774 -0.175 -0.664
C 0.619 0.260 1.880
C 1.516 1.271 1.208
N 1.328 1.198 -0.300
H -0.398 0.641 1.962
H 0.975 0.027 2.879
H 0.499 -0.681 1.113
H 1.321 2.297 1.542
H 2.567 1.029 1.382
H 2.108 1.624 -0.788
H 0.504 1.739 -0.547
*
```

As for the SMILES: [H]/N=C(\C)N.CCN. The value obtained for the relative energy (zero: lowest compared OMol25 entry of this formula, charge and spin) is 26.1 kcal per mole. The highest occupied orbital energy is -8.20 eV. The total energy comes out at -324.43336 a.u. The value obtained for the orbital gap is 0.3291 Eh.


10 unconnected molecules or ions with the total composition C15H44O10 in a non-equilibrium geometry. Source: the Open Molecules 2025 dataset; level of theory: ωB97M-V/def2-TZVPD.

Structure (ORCA input):
```
! RIJCOSX wB97M-V def2-TZVPD def2/J DEFGRID3
* xyz 1 2
C -11.482 13.689 -15.643
C -11.727 14.154 -14.278
C -11.248 15.589 -14.420
O -10.113 15.559 -15.241
C -10.435 14.674 -16.276
H -12.393 13.504 -16.214
H -11.056 12.690 -15.554
H -11.092 13.669 -13.536
H -12.739 14.049 -13.888
H -10.928 16.057 -13.489
H -11.954 16.259 -14.910
H -9.550 14.159 -16.649
H -10.844 15.173 -17.155
C -15.306 13.198 -16.245
C -15.587 12.300 -15.155
C -16.366 13.069 -14.057
O -16.432 14.361 -14.612
C -15.418 14.523 -15.596
H -16.057 13.097 -17.029
H -14.423 13.057 -16.868
H -14.624 12.071 -14.700
H -16.173 11.436 -15.468
H -15.989 13.156 -13.038
H -17.422 12.804 -14.099
H -14.450 14.896 -15.260
H -15.546 15.128 -16.494
C -14.878 10.112 -9.547
C -13.839 11.170 -9.823
C -13.940 11.205 -11.376
O -15.364 11.277 -11.517
C -15.946 10.460 -10.466
H -15.305 10.107 -8.545
H -14.473 9.119 -9.745
H -12.843 11.127 -9.380
H -14.163 12.105 -9.368
H -13.558 10.289 -11.827
H -13.548 12.063 -11.921
H -16.198 9.538 -10.989
H -16.827 10.960 -10.063
O -14.852 17.171 -13.226
H -14.591 17.375 -14.124
H -15.717 17.569 -13.132
O -10.529 15.075 -10.745
H -10.565 14.146 -10.974
H -11.445 15.352 -10.722
O -11.948 14.181 -19.804
H -11.240 13.887 -19.232
H -11.927 13.573 -20.543
O -8.330 13.647 -13.956
H -7.413 13.813 -14.174
H -8.824 14.179 -14.580
O -7.289 16.949 -17.042
H -7.513 17.320 -17.896
H -8.129 16.865 -16.589
O -8.610 11.961 -18.072
H -8.846 11.373 -17.355
H -7.714 11.713 -18.302
C -11.303 10.051 -17.845
C -10.756 9.764 -16.446
C -11.283 8.480 -15.791
O -9.365 9.687 -16.367
H -11.282 11.094 -18.162
H -12.287 9.613 -18.015
H -10.681 9.406 -18.466
H -10.989 10.627 -15.823
H -10.681 8.233 -14.917
H -11.151 7.615 -16.441
H -12.343 8.596 -15.562
H -9.171 10.033 -15.493
*
```

The highest occupied orbital energy (alpha / beta) is -12.62 / -12.58 eV. The total energy comes out at -1349.84381 a.u. The value obtained for the orbital gap (alpha / beta) is 0.3613 / 0.1331 Eh.


A gas-phase ion, C25H46N2O3P (charge +1) in a non-equilibrium geometry. Source: the Open Molecules 2025 dataset; level of theory: ωB97M-V/def2-TZVPD.

Structure (ORCA input):
```
! RIJCOSX wB97M-V def2-TZVPD def2/J DEFGRID3
* xyz 1 1
C -3.705 -0.554 3.138
C -4.866 -0.050 2.117
O -4.687 -0.579 0.773
C -4.875 0.479 -0.214
C -4.773 -0.141 -1.712
O -3.409 -0.126 -2.195
C -3.040 -1.385 -2.815
C -1.444 -1.664 -2.740
O -1.046 -1.746 -1.366
C 0.327 -1.981 -1.113
N 1.348 -0.917 -0.973
P 2.519 -1.165 -2.388
C 1.617 -1.299 -4.038
C 3.419 -2.846 -2.227
C 3.619 -3.503 -3.709
C 2.206 -1.287 0.232
C 3.649 -0.609 0.272
C 3.574 0.955 -0.031
C 2.291 1.541 -0.775
C 1.971 2.912 -0.032
C 1.473 2.881 1.460
C 0.720 4.181 1.931
C 0.099 4.374 3.326
C 0.210 3.215 4.341
C 0.984 1.948 3.914
C 1.092 0.759 4.974
C 1.614 1.769 2.516
C 1.027 0.545 -1.065
C -0.394 1.075 -0.583
C -1.025 0.695 0.800
N -0.723 -0.599 1.441
H -4.114 -0.635 4.198
H -2.838 0.204 3.157
H -3.283 -1.576 2.844
H -4.875 1.095 2.154
H -5.850 -0.460 2.554
H -5.920 0.963 -0.116
H -4.117 1.334 -0.088
H -5.257 -1.177 -1.691
H -5.420 0.547 -2.378
H -3.267 -1.256 -3.943
H -3.574 -2.295 -2.385
H -1.109 -2.519 -3.416
H -0.969 -0.701 -3.179
H 0.299 -2.584 -0.121
H 0.650 -2.792 -1.878
H 1.008 -0.331 -4.203
H 2.421 -1.282 -4.862
H 0.986 -2.241 -4.148
H 4.478 -2.747 -1.803
H 2.756 -3.574 -1.648
H 2.652 -3.920 -4.142
H 4.145 -2.765 -4.410
H 4.349 -4.387 -3.581
H 1.717 -1.026 1.226
H 2.405 -2.424 0.292
H 4.008 -0.717 1.368
H 4.460 -1.116 -0.347
H 3.792 1.518 0.955
H 4.516 1.185 -0.666
H 2.695 1.906 -1.799
H 2.944 3.539 -0.052
H 1.228 3.520 -0.675
H 0.615 5.069 1.204
H -0.432 5.350 3.571
H -0.271 3.312 5.369
H 2.161 0.380 5.048
H 0.622 1.058 5.973
H 0.426 -0.097 4.571
H 2.172 0.820 2.241
H 0.909 0.672 -2.223
H -0.494 2.224 -0.687
H -1.171 0.752 -1.385
H -0.887 1.523 1.595
H -2.180 0.691 0.653
H -1.377 -1.334 1.130
H -0.781 -0.586 2.466
*
```

As for the SMILES: CCOCCOCCOC[N@+]1(P(C)CC)CCC[C@H](Cc2cccc(C)c2)[C@@H]1CCN. The highest occupied orbital energy is -10.68 eV. The total energy comes out at -1656.17821 a.u. The value obtained for the orbital gap is 0.3181 Eh.


A molecular structure, C3H2LiO3Tl in a non-equilibrium geometry. Source: the Open Molecules 2025 dataset; level of theory: ωB97M-V/def2-TZVPD.

Structure (ORCA input):
```
! RIJCOSX wB97M-V def2-TZVPD def2/J DEFGRID3
* xyz -1 2
C 1.328 -0.950 0.621
O 2.566 -0.608 0.617
H 0.676 -0.659 1.643
Tl 3.492 1.045 -0.433
C 0.293 -0.202 0.063
O -0.960 -0.853 -0.058
C -2.074 -0.162 -0.345
O -1.949 1.061 -0.617
Li -3.795 0.719 -0.833
H 0.423 0.609 -0.658
*
```

The value obtained for the relative energy (zero: lowest compared OMol25 entry of this formula, charge and spin) is 11.1 kcal per mole. The highest occupied orbital energy (alpha / beta) is -0.24 / -2.96 eV. The total energy comes out at -521.11243 a.u. The value obtained for the orbital gap (alpha / beta) is 0.0578 / 0.1531 Eh.


A molecular structure, C42H49ClCrN5O5SSi in a non-equilibrium geometry. Source: the Open Molecules 2025 dataset; level of theory: ωB97M-V/def2-TZVPD.

Structure (ORCA input):
```
! RIJCOSX wB97M-V def2-TZVPD def2/J DEFGRID3
* xyz 0 4
Cr 1.417 1.923 1.672
Cl -4.367 6.099 2.369
C -2.907 5.191 2.568
C -2.624 4.604 3.802
C -1.466 3.886 3.957
C -0.547 3.697 2.896
O 0.489 2.967 3.085
C -0.851 4.315 1.637
C -0.027 4.165 0.487
N 1.100 3.513 0.440
C 1.734 3.377 -0.788
C 1.676 4.265 -1.850
C 2.336 3.970 -3.045
C 3.083 2.824 -3.176
C 3.202 1.921 -2.105
C 4.002 0.753 -2.133
C 4.009 -0.065 -1.036
C 3.212 0.243 0.075
N 2.502 1.362 0.162
C 2.493 2.191 -0.914
C -2.041 5.053 1.512
H -3.322 4.710 4.619
H -1.237 3.406 4.898
H -0.429 4.589 -0.437
H 1.141 5.199 -1.767
H 2.258 4.661 -3.873
H 3.589 2.602 -4.102
H 4.586 0.527 -3.013
H 4.591 -0.972 -1.024
H 3.238 -0.383 0.953
H -2.277 5.515 0.565
C 1.395 -1.106 4.634
C 1.785 -0.030 3.667
N 0.975 0.387 2.721
N -0.268 -0.056 2.658
C -0.952 0.616 1.745
O -0.389 1.450 0.977
C -2.416 0.504 1.773
C -3.183 1.463 1.115
C -4.556 1.478 1.266
C -5.171 0.547 2.086
C -4.414 -0.423 2.724
C -3.043 -0.454 2.566
C 3.010 0.693 3.688
C 4.068 0.410 4.568
C 5.205 1.183 4.539
C 5.283 2.214 3.602
C 4.213 2.431 2.756
N 3.086 1.722 2.789
H 0.343 -1.335 4.484
H 1.550 -0.791 5.663
H 1.981 -2.006 4.453
H -2.681 2.201 0.508
H -5.143 2.221 0.749
H -6.239 0.580 2.233
H -4.897 -1.154 3.356
H -2.435 -1.195 3.058
H 3.963 -0.414 5.254
H 6.022 0.992 5.217
H 6.154 2.849 3.554
H 4.252 3.224 2.018
C -0.896 -3.975 0.763
C -0.475 -4.612 -0.561
C 0.867 -5.332 -0.393
C -1.551 -5.598 -1.027
O -0.324 -3.652 -1.596
Si -0.365 -2.019 -1.586
S 1.021 -1.357 -0.133
O -1.823 -1.427 -1.201
C -2.973 -1.157 -1.987
C -2.899 0.296 -2.456
C -3.060 -2.093 -3.191
C -4.194 -1.374 -1.088
O -0.057 -1.522 -3.099
C 0.932 -1.865 -4.047
C 0.566 -3.202 -4.695
C 2.295 -1.974 -3.371
C 0.943 -0.734 -5.082
H -1.083 -4.750 1.503
H -1.794 -3.380 0.619
H -0.113 -3.313 1.124
H 0.798 -6.075 0.397
H 1.636 -4.608 -0.136
H 1.146 -5.828 -1.321
H -1.640 -6.422 -0.323
H -1.289 -5.991 -2.007
H -2.506 -5.085 -1.102
H -1.979 0.439 -3.016
H -2.889 0.961 -1.598
H -3.750 0.534 -3.086
H -2.241 -1.897 -3.874
H -4.005 -1.947 -3.706
H -2.990 -3.125 -2.859
H -4.106 -0.777 -0.187
H -4.267 -2.423 -0.809
H -5.100 -1.087 -1.617
H 0.458 -3.943 -3.909
H 1.342 -3.511 -5.391
H -0.380 -3.123 -5.224
H 2.308 -2.842 -2.719
H 2.459 -1.094 -2.759
H 3.089 -2.055 -4.108
H -0.037 -0.636 -5.546
H 1.681 -0.940 -5.853
H 1.185 0.207 -4.592
*
```

The value obtained for the relative energy (zero: lowest compared OMol25 entry of this formula, charge and spin) is 36.1 kcal per mole. The highest occupied orbital energy (alpha / beta) is -6.37 / -6.35 eV. The total energy comes out at -4472.46637 a.u. The value obtained for the orbital gap (alpha / beta) is 0.1957 / 0.1848 Eh.